{"formula": "C86H189B3F12N9O7", "method": "the ωB97M-V functional and the def2-TZVPD basis", "elements": ["C", "C", "N", "C", "C", "C", "C", "C", "O", "C", "H", "H", "H", "H", "H", "H", "H", "H", "H", "H", "H", "H", "H", "H", "H", "H", "H", "H", "H", "H", "C", "C", "C", "N", "C", "C", "C", "C", "C", "C", "H", "H", "H", "H", "H", "H", "H", "H", "H", "H", "H", "H", "H", "H", "H", "H", "H", "H", "H", "H", "C", "C", "C", "N", "C", "C", "C", "C", "C", "C", "H", "H", "H", "H", "H", "H", "H", "H", "H", "H", "H", "H", "H", "H", "H", "H", "H", "H", "H", "H", "C", "C", "C", "N", "C", "C", "C", "C", "C", "C", "H", "H", "H", "H", "H", "H", "H", "H", "H", "H", "H", "H", "H", "H", "H", "H", "H", "H", "H", "H", "C", "C", "C", "N", "C", "C", "C", "C", "C", "C", "H", "H", "H", "H", "H", "H", "H", "H", "H", "H", "H", "H", "H", "H", "H", "H", "H", "H", "H", "H", "C", "C", "C", "N", "C", "C", "C", "C", "C", "C", "H", "H", "H", "H", "H", "H", "H", "H", "H", "H", "H", "H", "H", "H", "H", "H", "H", "H", "H", "H", "C", "C", "C", "N", "C", "C", "C", "C", "C", "C", "H", "H", "H", "H", "H", "H", "H", "H", "H", "H", "H", "H", "H", "H", "H", "H", "H", "H", "H", "H", "C", "C", "C", "N", "C", "C", "C", "C", "C", "C", "H", "H", "H", "H", "H", "H", "H", "H", "H", "H", "H", "H", "H", "H", "H", "H", "H", "H", "H", "H", "C", "C", "C", "N", "C", "C", "C", "C", "C", "C", "H", "H", "H", "H", "H", "H", "H", "H", "H", "H", "H", "H", "H", "H", "H", "H", "H", "H", "H", "H", "C", "C", "O", "O", "H", "H", "H", "C", "C", "O", "O", "H", "H", "H", "C", "C", "O", "O", "H", "H", "H", "B", "F", "F", "F", "F", "B", "F", "F", "F", "F", "B", "F", "F", "F", "F"], "positions_angstrom": [[-17.39117, -11.96317, -19.18937], [-18.64908, -12.01135, -18.42744], [-18.44015, -12.31798, -16.84742], [-17.44803, -11.36549, -16.33067], [-19.82954, -11.98190, -16.19939], [-20.99176, -12.66694, -16.88051], [-18.02712, -13.75534, -16.68360], [-18.26692, -14.37968, -15.30660], [-17.51911, -13.85911, -14.15891], [-16.12305, -14.01010, -14.29090], [-16.99195, -12.99752, -19.17532], [-16.65388, -11.25162, -18.90960], [-17.60399, -11.86589, -20.21321], [-19.23597, -12.85119, -18.85004], [-19.22078, -11.05628, -18.42554], [-17.66931, -10.40477, -16.72986], [-16.46052, -11.83288, -16.40296], [-17.47487, -11.16219, -15.24293], [-20.03931, -10.87972, -16.30248], [-19.76209, -12.27265, -15.15410], [-21.38437, -12.19537, -17.75341], [-21.94455, -12.67064, -16.21770], [-20.80880, -13.68195, -17.14385], [-17.06469, -13.90382, -16.99375], [-18.61086, -14.27817, -17.41226], [-17.88239, -15.37410, -15.51802], [-19.35467, -14.50967, -15.05832], [-15.72802, -13.84982, -13.26496], [-15.75313, -13.32224, -15.04028], [-15.79408, -15.00146, -14.55504], [-28.99544, -21.23095, -19.88797], [-28.25905, -20.65277, -21.11990], [-27.64743, -21.84308, -21.82536], [-26.71188, -21.60868, -23.01008], [-26.04018, -22.93404, -23.34999], [-25.31003, -22.93060, -24.67608], [-26.21334, -22.45123, -25.77485], [-26.84717, -21.09245, -25.48671], [-27.59484, -21.15549, -24.14880], [-25.77387, -20.47822, -22.62223], [-29.34198, -22.28266, -20.06331], [-29.94415, -20.64638, -19.67357], [-28.34451, -21.20333, -19.01957], [-27.51063, -19.90756, -20.81341], [-28.92867, -20.18439, -21.85784], [-28.43600, -22.47193, -22.28099], [-27.01516, -22.40714, -21.12747], [-26.79008, -23.71140, -23.33843], [-25.32830, -23.13428, -22.61507], [-24.91451, -23.93627, -24.85879], [-24.47386, -22.19803, -24.66561], [-26.95692, -23.15547, -25.97583], [-25.64716, -22.43252, -26.73241], [-27.59068, -20.94623, -26.28054], [-26.07834, -20.30984, -25.59487], [-28.45572, -21.90126, -24.24201], [-27.87749, -20.15162, -23.77686], [-25.36315, -20.69405, -21.62213], [-26.35216, -19.56900, -22.61597], [-24.93237, -20.43564, -23.31906], [-26.95727, -25.15961, -18.61068], [-25.44696, -25.01251, -18.72467], [-24.71117, -25.43554, -17.44068], [-23.28886, -24.99825, -17.31907], [-23.05036, -23.47678, -17.30523], [-23.44114, -22.81615, -15.91545], [-22.98818, -23.49284, -14.68128], [-23.20468, -25.02407, -14.72468], [-22.71731, -25.54681, -16.06539], [-22.56939, -25.57242, -18.46620], [-27.20604, -26.24876, -18.49545], [-27.53696, -24.69018, -19.44048], [-27.31620, -24.56854, -17.74459], [-25.23699, -23.90468, -18.84991], [-25.16802, -25.60257, -19.59342], [-24.59686, -26.54118, -17.35824], [-25.31925, -25.08553, -16.52187], [-23.64653, -23.08077, -18.13976], [-21.96112, -23.39267, -17.49059], [-24.52112, -22.61468, -15.96152], [-22.95615, -21.87065, -16.01070], [-23.53927, -23.17753, -13.81393], [-21.92093, -23.21355, -14.45028], [-24.24801, -25.21616, -14.73222], [-22.71001, -25.69497, -14.03889], [-22.83754, -26.58749, -16.22712], [-21.65764, -25.31717, -16.10162], [-21.55749, -25.26300, -18.51948], [-23.03250, -25.16483, -19.40402], [-22.59930, -26.70714, -18.47215], [-13.68642, -19.17555, -22.10781], [-14.58493, -20.16282, -21.31469], [-13.98639, -20.34812, -19.89562], [-14.72858, -21.32578, -19.01139], [-14.85512, -22.65295, -19.60144], [-15.37425, -23.70986, -18.66177], [-14.57659, -23.81905, -17.44451], [-14.45345, -22.45142, -16.78620], [-13.89966, -21.40179, -17.72195], [-16.09565, -20.83274, -18.81094], [-13.65364, -18.27566, -21.54773], [-14.18049, -19.10552, -23.09845], [-12.75381, -19.58269, -22.27543], [-14.61420, -21.10669, -21.90096], [-15.56568, -19.83970, -21.29481], [-13.78130, -19.42031, -19.36932], [-12.98601, -20.79155, -20.13115], [-13.84811, -22.97374, -19.89728], [-15.57235, -22.54700, -20.44686], [-15.33831, -24.61120, -19.23854], [-16.53281, -23.48493, -18.40536], [-13.62242, -24.29480, -17.72542], [-15.05452, -24.53544, -16.81967], [-13.76329, -22.43467, -15.99837], [-15.46418, -22.26965, -16.37563], [-12.82431, -21.47472, -18.01256], [-14.01143, -20.36656, -17.31783], [-16.61378, -20.69218, -19.79263], [-15.96209, -19.85482, -18.30136], [-16.57204, -21.44122, -18.05961], [-16.15971, -16.30722, -21.89077], [-16.54012, -16.70022, -23.32864], [-17.59228, -15.74716, -23.93629], [-18.53983, -16.42214, -24.86307], [-19.48588, -15.28891, -25.22173], [-20.54272, -15.80606, -26.24361], [-19.93619, -16.52825, -27.40550], [-18.84067, -17.61559, -27.04243], [-17.80760, -17.01230, -26.05804], [-19.37492, -17.31728, -23.97258], [-15.95185, -15.24468, -21.80433], [-15.40169, -17.02158, -21.40745], [-16.98993, -16.44919, -21.25794], [-17.03462, -17.64111, -23.19787], [-15.62211, -16.80993, -23.95303], [-16.99280, -15.00165, -24.55341], [-18.10976, -15.22587, -23.18642], [-18.90346, -14.37954, -25.52957], [-19.95314, -15.03228, -24.20092], [-21.18249, -14.95444, -26.48251], [-21.25379, -16.38663, -25.68211], [-19.54543, -15.80577, -28.13826], [-20.77200, -17.05308, -27.91005], [-18.45364, -17.93759, -28.01212], [-19.26294, -18.47946, -26.54206], [-17.19896, -16.20858, -26.43611], [-17.13742, -17.79084, -25.73161], [-19.53751, -16.72616, -23.04764], [-18.80076, -18.24393, -23.75588], [-20.33805, -17.61392, -24.41218], [-16.58815, -16.79055, -11.61560], [-17.12850, -17.64757, -12.80268], [-17.34363, -19.07052, -12.21578], [-17.67142, -20.11254, -13.31132], [-17.81752, -21.59371, -12.71028], [-19.05748, -21.76420, -11.92015], [-20.32486, -21.36535, -12.76677], [-20.17835, -19.89942, -13.23113], [-18.92728, -19.84130, -14.04623], [-16.59386, -20.18578, -14.32222], [-15.50740, -17.08178, -11.44576], [-17.21902, -16.94600, -10.74739], [-16.64660, -15.73306, -11.94674], [-16.27699, -17.78095, -13.48426], [-18.02141, -17.17077, -13.19580], [-18.19974, -19.09656, -11.48802], [-16.38161, -19.36436, -11.70873], [-16.93168, -21.89903, -12.14606], [-17.87206, -22.18609, -13.67084], [-18.98085, -21.14104, -10.97989], [-19.14252, -22.80944, -11.65285], [-21.29021, -21.52685, -12.23706], [-20.40027, -21.93511, -13.69343], [-20.16748, -19.06764, -12.45883], [-20.96474, -19.74791, -13.97972], [-18.77342, -18.82799, -14.50516], [-18.88199, -20.71053, -14.77655], [-16.75642, -21.05618, -14.94697], [-15.65614, -20.33534, -13.71120], [-16.58661, -19.22396, -14.85522], [-12.77252, -13.52540, -21.44527], [-12.18613, -14.84254, -20.93554], [-11.15039, -14.48994, -19.93862], [-10.10858, -15.60296, -19.61617], [-9.07177, -15.63237, -20.73623], [-7.95869, -16.69637, -20.42625], [-7.29661, -16.48660, -19.08531], [-8.33287, -16.23497, -17.99147], [-9.46291, -15.20166, -18.38424], [-10.82932, -16.87534, -19.50284], [-13.45333, -13.84895, -22.19654], [-11.97956, -12.87642, -21.81291], [-13.33866, -13.13307, -20.59520], [-11.73728, -15.45946, -21.72198], [-12.96235, -15.46795, -20.47449], [-11.52890, -14.24361, -18.97572], [-10.56891, -13.59783, -20.21105], [-8.58872, -14.63034, -20.71066], [-9.56969, -15.85966, -21.71055], [-7.25283, -16.76271, -21.26250], [-8.38548, -17.71118, -20.32823], [-6.63649, -15.62483, -19.23623], [-6.72533, -17.36250, -18.82095], [-7.77807, -15.73933, -17.18683], [-8.80358, -17.14853, -17.66198], [-9.08908, -14.14467, -18.50308], [-10.29633, -15.18859, -17.63498], [-10.99594, -17.41929, -20.47286], [-11.72579, -16.78761, -18.98207], [-10.20335, -17.52955, -18.95730], [-23.84438, -16.82520, -16.38486], [-24.83076, -16.19666, -17.41867], [-24.38687, -16.58594, -18.74471], [-25.23260, -15.97745, -19.88444], [-25.19183, -14.46080, -20.09873], [-23.82626, -13.92694, -20.40383], [-23.17064, -14.62477, -21.63391], [-23.25338, -16.17356, -21.56635], [-24.66928, -16.54913, -21.15996], [-26.65340, -16.49454, -19.68130], [-22.79979, -16.67276, -16.68657], [-24.11694, -17.87286, -16.29170], [-23.96349, -16.40734, -15.42966], [-25.02278, -15.12637, -17.36633], [-25.81559, -16.57969, -17.23407], [-24.46490, -17.67285, -18.75983], [-23.38725, -16.24563, -18.94518], [-25.67461, -13.94698, -19.25243], [-25.81073, -14.42566, -20.99922], [-23.14356, -14.00548, -19.50064], [-23.93109, -12.83502, -20.56568], [-22.13486, -14.20641, -21.83927], [-23.80888, -14.38443, -22.49655], [-22.52990, -16.61003, -20.89864], [-23.01059, -16.57010, -22.58652], [-24.72947, -17.65217, -20.98749], [-25.33031, -16.27776, -21.97934], [-27.24236, -16.31586, -20.56440], [-27.14603, -15.95467, -18.89067], [-26.71777, -17.56961, -19.55041], [-20.38536, -23.33306, -21.18630], [-21.02183, -22.01886, -20.68055], [-20.04016, -21.18689, -19.91917], [-20.37963, -19.70834, -19.89645], [-21.75118, -19.56959, -19.30537], [-21.96850, -20.15427, -17.96078], [-20.99379, -19.54163, -16.96122], [-19.57466, -19.45730, -17.50640], [-19.41811, -19.03419, -18.96720], [-20.22541, -19.00696, -21.17975], [-20.11748, -24.06772, -20.45770], [-19.46070, -23.13634, -21.75181], [-21.02996, -23.82242, -21.93526], [-21.94166, -22.23565, -20.00251], [-21.36950, -21.33760, -21.53800], [-19.11156, -21.34310, -20.45243], [-19.89733, -21.42295, -18.84189], [-22.46660, -19.99584, -20.06747], [-22.05880, -18.52833, -19.53362], [-21.74470, -21.16675, -17.97025], [-22.95630, -19.92807, -17.66241], [-20.94474, -20.12486, -16.12502], [-21.38902, -18.59824, -16.52971], [-19.03501, -20.35728, -17.36861], [-18.93302, -18.75115, -16.87222], [-18.48054, -19.33700, -19.36129], [-19.41790, -17.94120, -19.12628], [-20.86962, -19.43713, -21.89037], [-19.11260, -18.99602, -21.47025], [-20.45506, -17.97808, -21.00764], [-18.92801, -24.47163, -15.50602], [-19.09901, -23.08066, -16.03216], [-18.00577, -22.41018, -16.04709], [-20.22128, -22.63735, -16.44281], [-18.94014, -25.13276, -16.41853], [-19.66364, -24.81886, -14.78902], [-17.94004, -24.57147, -15.06712], [-17.97228, -21.81399, -23.94824], [-17.66334, -20.85997, -22.77292], [-17.49065, -21.40274, -21.65861], [-17.63980, -19.60647, -22.99824], [-17.37860, -22.73053, -23.84445], [-17.95744, -21.30753, -24.87823], [-19.02412, -22.05070, -23.74148], [-26.43277, -20.34908, -17.46040], [-25.67515, -20.49044, -18.84764], [-25.79799, -19.50435, -19.61105], [-25.03949, -21.53260, -19.04253], [-27.07332, -19.47215, -17.57093], [-25.71916, -20.15311, -16.62312], [-27.08381, -21.19255, -17.09843], [-14.85008, -16.76851, -17.82780], [-13.82515, -15.90453, -17.54189], [-16.14831, -16.25616, -17.57123], [-14.73941, -17.31209, -19.18087], [-14.64872, -17.84468, -16.94786], [-20.00772, -14.99675, -20.11366], [-20.90483, -15.33370, -19.10920], [-18.67666, -14.90252, -19.63044], [-20.10241, -16.02045, -21.12059], [-20.44807, -13.78199, -20.65703], [-23.36781, -18.61376, -24.13449], [-22.44555, -17.95200, -24.97750], [-22.86318, -18.85474, -22.85287], [-24.51979, -17.92667, -23.96724], [-23.71478, -19.82761, -24.76874]], "e_tot_ha": -5682.42204, "homo_ev": -12.85, "total_charge": 3, "e_lumo_ev": -4.124, "homo_lumo_gap_ev": 8.73}